(1)
28
Properties=species:S:1:pos:R:3 method="wB97M-V/def2-TZVPD" total_charge=+1 spin_multiplicity=2 energy_ha=-859.0939 fmax_ha_per_bohr=0.087
N -1.181 -0.101 -1.492
C 0.168 0.009 -0.941
C 1.025 0.696 -2.129
S 2.829 0.866 -1.793
C 0.675 -1.428 -0.758
N -0.117 -1.891 0.480
C 0.236 -1.643 1.831
C 0.165 -0.168 2.381
H -1.174 -0.337 -2.401
H -1.787 0.634 -1.404
H 0.355 0.705 -0.144
H 0.871 0.163 -3.039
H 0.575 1.762 -2.197
H 2.686 1.839 -0.805
H 0.557 -2.095 -1.716
H 1.694 -1.492 -0.360
H -1.185 -2.120 0.271
H -0.404 -2.317 2.472
H 1.272 -1.900 1.853
H 1.102 0.380 2.335
H -0.160 -0.172 3.327
H -0.681 0.394 1.934
H -3.670 0.021 0.094
H -2.407 -0.725 0.825
O -3.139 0.010 0.878
H 1.177 3.404 -0.340
H -0.212 2.751 0.591
O 0.731 2.756 0.247


(2)
25
Properties=species:S:1:pos:R:3 method="wB97M-V/def2-TZVPD" de_lowest_ev=3.193 smiles="CCN/C=C/CCN.O" spin_multiplicity=1 energy_ha=-422.8694 fmax_ha_per_bohr=0.060
C -1.705 1.780 -1.057
C -1.729 1.841 0.488
N -0.996 0.697 1.010
C 0.330 0.460 0.565
C 0.928 -0.749 0.430
C 2.340 -0.747 -0.022
C 2.402 -0.290 -1.506
N 1.515 -1.044 -2.370
H -0.743 2.182 -1.361
H -2.471 2.387 -1.665
H -1.834 0.836 -1.500
H -2.681 2.091 0.960
H -1.039 2.684 0.882
H -1.471 -0.205 1.122
H 0.990 1.261 0.299
H 0.655 -1.841 0.425
H 2.944 -0.129 0.603
H 2.855 -1.827 0.112
H 2.047 0.781 -1.613
H 3.434 -0.196 -1.961
H 1.927 -2.009 -2.544
H 0.461 -1.013 -2.103
O -2.482 -1.698 2.388
H -1.559 -1.946 2.566
H -2.691 -0.811 2.807


(3)
20
Properties=species:S:1:pos:R:3 method="wB97M-V/def2-TZVPD" de_lowest_ev=3.456 total_charge=+1 spin_multiplicity=1 energy_ha=-419.6299 fmax_ha_per_bohr=0.056
C 0.954 -0.814 1.280
C 1.530 0.394 1.112
C 0.817 1.640 0.807
C -0.241 1.764 0.040
C -1.084 0.512 -0.411
N -2.181 0.121 0.399
C -0.308 -0.648 -0.791
N 0.709 -0.568 -1.686
O -0.946 -1.785 -0.672
H 1.481 -1.710 1.421
H -0.120 -0.995 1.477
H 2.614 0.533 0.952
H 1.242 2.625 0.874
H -0.444 2.857 -0.316
H -1.342 0.931 -1.434
H -2.143 -0.773 0.922
H -2.552 0.874 0.980
H 1.409 -1.298 -1.520
H 1.148 0.309 -2.043
H -0.516 -2.493 -1.160


(4)
73
Properties=species:S:1:pos:R:3 method="wB97M-V/def2-TZVPD" spin_multiplicity=4 energy_ha=-3739.2876 fmax_ha_per_bohr=0.024
Ni -0.228 -0.146 1.997
O -1.743 1.205 1.880
N -1.385 2.370 1.380
C -2.369 3.198 0.960
C -2.095 4.416 0.395
C -0.766 4.806 0.221
C 0.233 3.964 0.686
C -0.074 2.751 1.293
S 1.138 1.729 1.957
H -3.365 2.807 1.110
H -2.907 5.056 0.093
H -0.519 5.744 -0.247
H 1.275 4.223 0.599
N 1.278 -1.658 2.091
C 1.521 -1.972 3.482
C 2.540 -2.840 3.865
C 2.748 -3.103 5.208
C 1.947 -2.512 6.170
C 0.901 -1.641 5.815
C 0.041 -1.027 6.742
C -0.988 -0.212 6.274
C -1.124 0.022 4.924
N -0.300 -0.527 4.008
C 0.691 -1.366 4.433
H 2.120 -1.274 1.662
H 1.033 -2.501 1.571
H 3.163 -3.301 3.111
H 3.539 -3.774 5.506
H 2.115 -2.717 7.215
H 0.182 -1.193 7.801
H -1.679 0.247 6.966
H -1.910 0.656 4.536
O -0.213 -0.381 -0.138
P -0.202 -0.390 -1.616
N 1.277 0.161 -2.155
C 1.640 0.280 -3.560
C 3.011 0.957 -3.529
C 2.880 1.904 -2.338
C 2.094 1.065 -1.337
N -0.453 -1.932 -2.182
C 0.375 -2.966 -1.569
C 0.145 -4.198 -2.434
C -0.055 -3.591 -3.821
C -0.880 -2.340 -3.514
N -1.451 0.459 -2.375
C -1.362 1.917 -2.384
C -2.790 2.400 -2.688
C -3.672 1.147 -2.566
C -2.777 0.139 -1.852
H 0.924 0.904 -4.112
H 1.670 -0.706 -4.031
H 3.242 1.469 -4.463
H 3.789 0.217 -3.329
H 2.314 2.793 -2.621
H 3.841 2.216 -1.936
H 1.479 1.668 -0.670
H 2.776 0.474 -0.717
H 0.069 -3.108 -0.531
H 1.432 -2.671 -1.582
H -0.764 -4.708 -2.116
H 0.976 -4.898 -2.386
H -0.566 -4.266 -4.505
H 0.910 -3.321 -4.254
H -1.947 -2.599 -3.491
H -0.742 -1.542 -4.244
H -0.651 2.232 -3.150
H -1.027 2.318 -1.420
H -2.849 2.824 -3.690
H -3.089 3.165 -1.973
H -3.934 0.769 -3.555
H -4.592 1.340 -2.018
H -3.019 -0.896 -2.091
H -2.822 0.269 -0.763